Entry 1:
Molecular formula: H25O12
Method: DFT, the ωB97M-V functional and the def2-TZVPD basis

Atoms and positions in Å:
O1 0.2139 4.0113 -0.8494
H1 1.0438 -4.7489 1.1414
H2 0.1421 3.5842 0.1291
O2 3.8772 0.8647 -1.3772
H3 4.4949 0.3617 -0.9352
H4 -3.4264 -2.0650 -0.6661
O3 -0.5752 -1.1789 1.2543
H5 -1.6638 -4.7399 0.1863
O4 -1.5301 2.7347 1.0758
H6 -1.2481 -1.5400 1.9901
H7 -2.4604 2.7765 1.0571
O5 -2.9590 -0.9712 -2.9293
H8 -2.5550 -0.5464 -2.2016
H9 -3.8156 -1.0366 -3.0690
O6 2.8377 -1.8121 2.4582
H10 3.5404 -2.3181 2.1761
H11 1.9736 -1.6740 2.0471
O7 -2.7025 -1.7297 0.1319
H12 -0.8607 -1.4525 0.3935
H13 2.1172 1.5138 -1.2691
O8 0.6741 -3.9577 1.4549
H14 0.8308 -3.6430 2.4256
H15 4.0677 0.8524 -2.2191
O9 -2.1235 -4.3349 0.9271
H16 -0.3470 3.3278 -1.4989
H17 -1.3594 -4.1736 1.5877
O10 -1.4509 2.2953 -1.5609
H18 -1.8017 1.8671 -0.6694
H19 -1.2524 1.5989 -2.1752
O11 1.0861 1.7942 -1.0929
H20 -1.3284 2.1535 1.7744
H21 1.1557 3.6045 -0.9374
O12 2.3976 3.8133 0.5206
H22 -2.7890 -2.5011 0.7178
H23 2.7493 3.3699 -0.2376
H24 0.6889 0.9088 -0.8344
H25 2.3580 2.9907 1.0735

Cartesian forces, eV/Å:
1.01 -2.21 1.21
1.24 -1.71 0.48
-0.83 1.49 -2.68
-3.97 2.03 5.32
2.03 -1.70 1.66
3.18 1.51 3.31
-0.43 -0.10 4.02
-0.03 0.03 -0.12
1.38 0.67 -1.27
2.23 1.25 -3.11
-1.92 0.47 0.12
6.92 -0.85 -1.08
-0.74 0.56 1.22
-6.26 0.25 -0.09
-2.40 2.83 2.63
1.29 -1.88 -1.91
0.94 -0.89 -0.83
-4.15 -1.37 -3.95
-0.92 -0.69 -0.33
-3.18 0.47 0.65
-1.38 3.35 2.50
0.32 -1.78 -2.81
1.72 -0.13 -7.08
1.41 0.37 1.86
0.04 0.84 2.06
-1.50 -0.50 -1.72
-1.56 -0.79 2.08
1.40 1.40 -2.50
-0.04 -0.59 -0.55
3.66 -3.59 -0.37
0.49 -1.24 1.52
-1.77 1.37 -0.13
-0.24 -1.45 1.38
0.27 -0.27 -0.17
1.16 0.07 -1.12
0.72 1.55 -0.31
-0.06 1.22 0.12

- ΔE to the lowest compared entry with this formula, charge and spin (kcal/mol) = 117.97
- HOMO energy (eV) = -13.739
- E_LUMO (eV) = -3.146
- Kohn-Sham gap (eV) = 10.6
- net charge = +1

Entry 2:
Molecular formula: C16H18N6O3S2Sn
Method: DFT, the ωB97M-V functional and the def2-TZVPD basis

Atoms and positions in Å:
Sn1 -0.7160 -0.5137 0.4740
O1 0.4957 -0.4159 -3.7248
C1 0.2966 -0.7140 -2.5465
N1 -0.1524 0.0996 -1.5793
C2 -0.4510 1.4575 -1.9869
C3 -1.7813 1.9462 -1.4880
C4 -2.3664 3.0828 -2.0455
C5 -3.5313 3.5787 -1.4950
C6 -4.0988 2.9184 -0.4102
C7 -3.4710 1.7836 0.0612
N2 -2.3400 1.3126 -0.4626
C8 0.5711 -2.1304 -2.1027
C9 1.3159 -2.9647 -2.9259
C10 1.5827 -4.2540 -2.5019
C11 1.0672 -4.6764 -1.2836
C12 0.3209 -3.7816 -0.5387
N3 0.0821 -2.5354 -0.9353
H1 0.3010 2.1393 -1.5681
H2 -0.3995 1.5352 -3.0740
H3 -1.8983 3.5627 -2.8948
H4 -3.9838 4.4778 -1.8928
H5 -5.0049 3.2827 0.0528
H6 -3.8731 1.2207 0.8967
H7 1.6546 -2.5680 -3.8721
H8 2.1814 -4.9210 -3.1082
H9 1.2384 -5.6804 -0.9216
H10 -0.1052 -4.0642 0.4185
O2 -0.7242 1.0881 2.8382
N4 0.0156 1.8883 2.2638
O3 0.3012 1.6110 1.0710
S1 1.5346 -1.6857 1.8292
C13 0.8530 -1.9457 5.1265
N5 0.9506 -0.5063 5.0481
C14 0.5136 0.2837 6.1986
C15 0.8995 1.7147 5.8141
N6 1.7762 1.4969 4.6666
C16 1.6571 0.2379 4.2074
S2 2.4494 -0.1343 2.7289
H11 1.4935 -2.3260 5.9280
H12 1.1561 -2.3898 4.1854
H13 -0.1804 -2.2208 5.3391
H14 1.0346 -0.0643 7.0951
H15 -0.5598 0.1707 6.3498
H16 1.4324 2.2396 6.6050
H17 0.0263 2.2972 5.5171
H18 1.9181 2.2376 3.9968

Cartesian forces, eV/Å:
-0.44 0.06 0.06
0.04 -0.08 0.11
-0.06 0.20 -0.02
-0.10 -0.05 0.47
0.24 -0.02 0.07
-0.10 0.17 -0.07
-0.03 -0.01 0.01
0.09 -0.04 0.06
-0.03 0.06 -0.06
-0.05 -0.04 0.06
0.19 0.07 -0.07
0.10 -0.19 -0.16
-0.03 0.06 -0.04
-0.08 0.07 0.05
0.02 -0.02 -0.07
-0.09 -0.08 0.11
0.23 0.07 -0.09
0.00 -0.01 -0.07
-0.02 0.02 0.01
0.02 0.02 0.01
-0.05 -0.03 -0.03
-0.01 -0.05 0.02
0.00 0.03 0.01
0.05 -0.03 0.01
-0.02 -0.01 -0.01
0.00 0.01 0.04
0.03 -0.01 0.00
0.03 0.03 0.00
-0.02 0.25 0.16
-0.20 -0.48 -0.41
-0.10 -0.14 -0.37
0.10 -0.14 -0.05
0.02 0.15 -0.05
-0.05 0.07 0.02
0.02 0.11 0.02
0.14 -0.03 0.08
-0.11 -0.04 0.13
0.43 0.14 0.25
-0.02 0.07 0.02
-0.03 -0.01 -0.04
0.01 0.01 -0.03
0.00 0.00 -0.02
0.01 -0.04 0.00
-0.07 -0.03 0.05
0.02 -0.03 -0.06
-0.11 -0.07 -0.09

- ΔE to the lowest compared entry with this formula, charge and spin (kcal/mol) = 26.90
- HOMO energy (eV) = -6.894
- E_LUMO (eV) = 0.531
- Kohn-Sham gap (eV) = 7.4
- net charge = 0

Entry 3:
Molecular formula: C38H76Cl38
Method: DFT, the ωB97M-V functional and the def2-TZVPD basis

Atoms and positions in Å:
Cl1 -2.0029 -3.6014 1.7244
C1 -2.9892 -2.3479 2.4224
C2 -4.0958 -2.7843 3.3207
Cl2 -3.4148 -3.5767 4.8010
H1 -3.3797 -1.7593 1.5922
H2 -2.2197 -1.7660 2.9297
H3 -4.6854 -3.5267 2.7827
H4 -4.7944 -1.9649 3.4901
Cl3 -0.4512 0.5892 1.6598
C3 -0.9262 0.0466 0.0299
C4 0.2723 0.3089 -0.8964
Cl4 0.0534 -0.4271 -2.5188
H5 -1.8383 0.5665 -0.2631
H6 -1.1579 -1.0158 0.1061
H7 0.9988 -0.3442 -0.4129
H8 0.6977 1.3025 -1.0376
Cl5 -0.9435 5.4221 -1.1761
C5 0.7410 6.0027 -0.7008
C6 1.4699 4.6973 -0.2196
Cl6 0.9077 4.1111 1.3851
H9 0.7276 6.8309 0.0078
H10 1.0665 6.4113 -1.6574
H11 2.5487 4.8348 -0.1465
H12 1.1661 3.9379 -0.9401
Cl7 6.6200 -3.8790 -3.8980
C7 4.9292 -4.3386 -3.5741
C8 4.0626 -3.3190 -4.0976
Cl8 2.3682 -3.4613 -3.4149
H13 4.8042 -4.5484 -2.5118
H14 4.7378 -5.3367 -3.9681
H15 4.1038 -3.2852 -5.1863
H16 4.4858 -2.4382 -3.6147
Cl9 -2.7902 5.7030 5.8116
C9 -2.2622 5.3841 4.1235
C10 -3.2097 6.0126 3.0576
Cl10 -4.8957 5.4382 3.2551
H17 -2.1007 4.3097 4.0360
H18 -1.2994 5.8486 3.9106
H19 -2.8878 5.9350 2.0191
H20 -3.2235 7.1016 3.1034
Cl11 3.8277 1.0878 -0.2464
C11 4.6068 0.8293 -1.8301
C12 3.6094 0.5075 -2.9535
Cl12 4.3488 0.3163 -4.5434
H21 5.3028 -0.0003 -1.7065
H22 5.2368 1.6983 -2.0198
H23 2.8989 1.3329 -2.9091
H24 3.0523 -0.4128 -2.7779
Cl13 0.9400 -5.3822 7.1441
C13 -0.1343 -4.5021 5.9974
C14 0.4164 -4.3716 4.5716
Cl14 2.0815 -3.5801 4.5246
H25 -0.2561 -3.4788 6.3525
H26 -1.1608 -4.8680 6.0204
H27 -0.3331 -3.8783 3.9527
H28 0.4381 -5.3840 4.1684
Cl15 0.5068 4.0939 -4.8130
C15 0.3041 3.7285 -6.6042
C16 1.6954 3.4236 -7.1686
Cl16 1.6814 3.4928 -8.9188
H29 -0.0784 4.6628 -7.0151
H30 -0.4450 2.9380 -6.6499
H31 2.0552 2.4189 -6.9468
H32 2.4699 4.1243 -6.8568
Cl17 -2.0627 -6.3427 -4.2781
C17 -1.9388 -4.7436 -3.5380
C18 -1.9160 -4.8002 -2.0231
Cl18 -3.4061 -5.4693 -1.2487
H33 -2.7223 -4.1251 -3.9758
H34 -1.0174 -4.3128 -3.9299
H35 -1.7622 -3.7786 -1.6756
H36 -1.0418 -5.2759 -1.5786
Cl19 -5.8655 -3.6591 0.2170
C19 -6.1478 -2.6279 -1.1800
C20 -5.2261 -1.3446 -1.1817
Cl20 -3.6510 -1.6587 -1.8930
H37 -7.2224 -2.4486 -1.2131
H38 -5.8011 -3.2148 -2.0306
H39 -5.1599 -0.9055 -0.1863
H40 -5.6645 -0.5591 -1.7972
Cl21 -3.6580 0.5393 5.0920
C21 -3.5350 0.8723 6.8961
C22 -4.8615 0.6952 7.5623
Cl22 -6.1849 1.7773 6.8611
H41 -3.0985 1.8678 6.9760
H42 -2.8957 0.0783 7.2820
H43 -4.7028 0.9799 8.6024
H44 -5.1344 -0.3598 7.5360
Cl23 0.0581 3.3658 5.5660
C23 0.0976 1.6227 5.1406
C24 0.7610 0.7573 6.2547
Cl24 0.4431 -0.9896 5.9770
H45 0.5703 1.4871 4.1678
H46 -0.9424 1.3519 4.9584
H47 0.3144 1.0816 7.1947
H48 1.8360 0.9224 6.3265
Cl25 6.2894 3.6893 -5.2059
C25 5.5659 5.2503 -4.6479
C26 5.2061 5.3526 -3.1405
Cl26 3.7156 4.3789 -2.8583
H49 4.6892 5.2674 -5.2954
H50 6.2420 6.0572 -4.9307
H51 5.0765 6.3822 -2.8069
H52 5.9654 4.9442 -2.4737
Cl27 9.2861 -3.1566 0.9977
C27 7.4978 -3.4667 0.9578
C28 6.9251 -2.7067 -0.2286
Cl28 5.2090 -2.3611 -0.3691
H53 7.1538 -3.1733 1.9497
H54 7.3691 -4.5474 0.8972
H55 7.2130 -3.2047 -1.1545
H56 7.3118 -1.6876 -0.2357
Cl29 6.0400 -0.2200 2.4865
C29 4.7582 -1.1282 3.3194
C30 3.4030 -0.4410 2.9853
Cl30 3.2903 1.2639 3.4248
H57 5.0241 -1.0829 4.3756
H58 4.7336 -2.1657 2.9861
H59 2.5980 -0.9777 3.4872
H60 3.2841 -0.6061 1.9144
Cl31 -4.5168 1.9177 1.5368
C31 -6.0439 2.1172 2.3501
C32 -6.7004 0.7659 2.7051
Cl32 -7.4718 -0.0544 1.3576
H61 -6.7635 2.5556 1.6587
H62 -5.8970 2.7261 3.2421
H63 -7.4965 0.7539 3.4495
H64 -5.8991 0.1607 3.1292
Cl33 1.6826 -2.8908 1.1774
C33 2.3375 -4.1979 0.1081
C34 2.3879 -5.5716 0.8155
Cl34 0.8094 -6.0846 1.3982
H65 3.3505 -3.9405 -0.2009
H66 1.7347 -4.2243 -0.7996
H67 2.9904 -5.5525 1.7237
H68 2.7020 -6.2561 0.0275
Cl35 0.0027 0.0769 -7.3317
C35 -1.5090 -0.7566 -7.0527
C36 -1.7233 -1.0922 -5.5672
Cl36 -3.2598 -1.9190 -5.3872
H69 -1.3983 -1.6231 -7.7047
H70 -2.3638 -0.2726 -7.5252
H71 -1.6632 -0.2192 -4.9174
H72 -1.0274 -1.8528 -5.2131
Cl37 -5.7054 2.6904 -2.3004
C37 -4.5405 3.5016 -3.4168
C38 -3.1301 3.5203 -2.8300
Cl38 -2.6425 1.8648 -2.4633
H73 -4.8753 4.5234 -3.5953
H74 -4.5320 2.9758 -4.3716
H75 -3.0371 4.1219 -1.9258
H76 -2.3682 3.9222 -3.4979

Cartesian forces, eV/Å:
0.30 -1.25 -0.55
0.67 1.41 0.06
-0.13 -0.92 -0.58
-0.57 0.54 -0.30
-0.17 0.03 0.05
-0.53 0.48 0.27
0.08 -0.24 0.28
0.38 0.09 0.75
-0.06 0.04 0.20
-0.33 0.73 -0.70
0.20 -1.61 0.74
-0.24 0.06 -0.02
0.14 0.09 0.12
0.27 0.00 -0.18
0.64 0.37 -0.32
-0.62 0.03 0.33
0.40 0.73 0.56
-0.39 -1.28 -0.12
-0.58 1.16 -0.37
0.03 0.37 -0.32
-0.39 -0.38 0.22
0.64 -0.41 0.16
-0.17 -0.10 -0.15
0.53 -0.10 0.11
0.03 -0.13 0.01
0.73 -3.34 1.06
-0.86 1.84 0.53
0.73 -0.05 -0.70
0.17 0.77 0.20
0.26 0.06 -0.62
-0.50 0.26 0.19
-0.59 0.64 -0.67
0.24 0.07 -0.58
-0.29 0.56 -1.23
0.12 0.19 0.68
0.25 0.09 -0.29
-0.45 0.13 -0.15
0.13 0.08 0.53
0.13 -1.17 0.07
-0.20 0.03 0.89
-0.26 0.04 -0.35
0.97 -0.77 -0.48
-0.47 0.53 1.40
0.24 0.30 -0.08
-0.11 -0.05 0.11
-0.43 0.14 -0.27
-0.15 -0.04 -0.73
0.12 0.04 0.28
-0.54 0.17 -0.52
0.34 1.61 -0.15
-0.24 -1.23 0.70
-1.33 -0.78 -0.03
0.29 -0.10 0.51
0.33 -0.69 -0.22
0.43 0.65 0.04
0.83 0.13 -0.23
-0.13 -0.23 -0.47
0.64 0.67 0.87
-0.04 -0.52 0.43
-0.24 0.11 -1.03
0.00 -0.23 -0.12
0.41 -0.03 -0.30
-0.25 0.08 0.41
-0.41 0.09 0.29
-0.06 -0.51 -0.22
0.09 0.04 -0.03
0.18 0.74 0.31
0.75 0.29 -0.59
-0.23 -0.18 0.53
0.24 -0.01 0.36
-0.61 0.23 0.08
-0.19 -0.73 -0.42
0.06 -0.15 0.70
1.34 0.85 -0.64
-1.91 -0.25 0.26
0.51 -0.17 0.24
0.27 0.38 -0.13
-0.46 -0.03 -0.11
0.35 -0.26 0.02
-0.18 -0.17 -0.11
0.16 0.12 0.61
-0.06 -0.30 -1.29
-0.33 0.62 0.02
0.94 -0.91 0.59
-0.09 -0.16 0.13
0.29 0.28 -0.01
-0.38 0.11 0.03
-0.48 0.26 -0.24
0.36 -0.39 0.07
-0.03 -0.84 -0.16
-0.70 1.14 -0.46
0.07 0.71 0.03
0.40 0.25 0.24
0.01 -0.19 0.44
0.00 -0.41 0.09
-0.10 -0.13 -0.26
0.10 0.31 0.66
-0.12 -0.04 0.18
0.26 -0.81 -0.79
0.19 0.33 0.16
-0.14 0.56 0.47
0.06 -0.16 0.04
-0.44 -0.02 -0.38
0.10 -0.20 -0.35
-0.53 -0.16 -0.18
0.03 -0.19 0.56
1.21 0.70 -0.42
-0.95 -0.51 0.43
-0.24 0.36 -0.31
0.01 0.10 -0.26
0.07 0.08 0.10
0.51 -0.29 0.07
0.50 -0.23 -0.23
-0.83 1.09 0.36
0.66 -1.65 0.02
0.11 0.06 -0.05
-0.25 -0.07 -0.04
0.01 0.13 -0.15
0.02 0.08 0.09
-0.24 0.57 0.01
0.68 -0.20 -0.36
-2.12 -0.64 0.20
1.02 0.04 1.13
0.09 -0.27 -0.80
0.37 0.66 0.05
-0.03 -0.08 -0.12
0.24 0.86 0.14
-0.14 -0.42 -0.20
0.34 -0.35 -0.61
-0.12 -0.44 0.53
-0.18 1.28 -0.51
-0.71 -0.27 -0.09
-0.15 0.12 0.25
-0.17 -0.08 0.29
0.42 -0.03 -0.48
0.27 -0.29 0.44
0.59 0.84 0.10
-0.57 -1.11 -0.27
0.69 -0.24 -0.65
-0.99 0.02 -0.07
-0.14 -0.52 0.63
0.13 0.70 0.49
-0.19 0.00 -0.13
0.46 0.42 -0.19
0.24 0.40 -0.43
0.49 0.22 0.10
-0.22 0.23 0.11
0.41 -0.38 0.07
-0.13 -0.08 0.15
-0.17 -0.15 0.19
-0.43 -0.27 0.10
-0.32 -0.02 -0.39

- ΔE to the lowest compared entry with this formula, charge and spin (kcal/mol) = 64.59
- HOMO energy (eV) = -10.092
- E_LUMO (eV) = 0.104
- Kohn-Sham gap (eV) = 10.2
- net charge = 0